(1)
{
  "formula": "CCl2O3S2",
  "method": "ωB97M-V/def2-TZVPD",
  "de_lowest_ev": 0.116,
  "spin_multiplicity": 1,
  "homo_lumo_gap_ev": 9.325,
  "species": ["C", "O", "O", "O", "S", "S", "Cl", "Cl"],
  "positions_angstrom": [[-1.31, -1.63, -2.28], [-1.51, -2.25, -1.35], [-1.17, -1.04, -3.23], [-0.58, 2.41, 0.29], [1.21, 1.09, 2.11], [-0.76, 1.54, 1.44], [-1.45, 2.68, 3.06], [0.90, -0.75, 2.80]],
  "mulliken_charge": [0.657, -0.332, -0.325, -0.439, 0.095, 0.574, -0.150, -0.079]
}



(2)
{
  "formula": "CCl3FOS",
  "method": "ωB97M-V/def2-TZVPD",
  "de_lowest_ev": 0.000,
  "spin_multiplicity": 3,
  "homo_lumo_gap_ev": [8.999, 9.411],
  "species": ["C", "O", "F", "S", "Cl", "Cl", "Cl"],
  "positions_angstrom": [[-1.37, 0.07, -0.05], [2.51, -1.50, 0.41], [-0.78, -0.44, 1.01], [2.01, -0.72, -0.69], [-3.00, -0.43, -0.37], [-1.16, 1.81, -0.28], [1.78, 1.21, -0.03]],
  "mulliken_charge": [0.326, -0.342, -0.106, 0.477, -0.114, -0.095, -0.146]
}